--- w ---
Here is one molecule with the formula C3H4N2OS from the Open Molecules 2025 dataset. Energies are from ωB97M-V/def2-TZVPD.

Values from the calculation:
Molecular weight in g/mol: 116.1
HOMO level in eV: -7.82
SMILES: [H]/N=c1/[nH]cc(S)o1

Structure (ORCA input):
```
! wB97M-V def2-TZVPD RIJCOSX def2/J DEFGRID3
* xyz 0 1
H -1.3672 2.3875 1.2602
N -0.4995 1.9822 1.5461
C -0.2199 1.0121 0.7940
N 0.8748 0.2005 0.8486
C 0.8047 -0.7791 -0.1470
C -0.3354 -0.5557 -0.8014
S -1.1756 -1.2961 -2.1510
O -1.0057 0.5222 -0.2570
H 1.6101 0.3301 1.5337
H 1.5622 -1.5488 -0.2791
H -0.2483 -2.2549 -2.3470
*
```



--- x ---
Here is one molecule with the formula C3H4N2OS from the Open Molecules 2025 dataset. Energies are from ωB97M-V/def2-TZVPD.

Values from the calculation:
Molecular weight in g/mol: 116.1
HOMO level in eV: -8.03
SMILES: Oc1c[nH]c(S)n1

Structure (ORCA input):
```
! wB97M-V def2-TZVPD RIJCOSX def2/J DEFGRID3
* xyz 0 1
O -1.5215 0.9678 -2.0858
C -0.9517 0.8085 -0.7981
C -1.5593 0.7618 0.4479
N -0.6313 0.1506 1.1265
C 0.4922 -0.1777 0.4209
S 1.8616 -1.2614 0.8605
N 0.2800 0.2529 -0.8391
H -2.1755 1.6864 -1.9327
H -2.5362 0.9752 0.6925
H -0.7660 0.1780 2.0980
H 2.4366 -1.5796 -0.3743
*
```



Which of them is most stable? Easy: w.



--- w ---
Here is one molecule with the formula C3H4N2OS from the Open Molecules 2025 dataset. Energies are from ωB97M-V/def2-TZVPD.

Values from the calculation:
Molecular weight in g/mol: 116.1
HOMO level in eV: -8.94
SMILES: N=C=CC(=O)NS

Structure (ORCA input):
```
! wB97M-V def2-TZVPD RIJCOSX def2/J DEFGRID3
* xyz 0 1
N -2.6752 -0.3905 -0.4476
C -1.7275 -0.1583 0.2426
C -0.4848 0.0907 0.6384
C 0.3968 0.8268 -0.2517
O 0.0581 1.7836 -0.8780
N 1.7138 0.3704 -0.2899
S 2.0440 -1.2489 -0.1901
H -3.6322 -0.1145 -0.4467
H -0.1477 -0.5449 1.4309
H 2.2925 0.8687 -0.9067
H 2.1621 -1.4830 1.0986
*
```



--- x ---
Here is one molecule with the formula C3H4N2OS from the Open Molecules 2025 dataset. Energies are from ωB97M-V/def2-TZVPD.

Values from the calculation:
Molecular weight in g/mol: 116.1
HOMO level in eV: -8.57
SMILES: On1ccc(S)n1

Structure (ORCA input):
```
! wB97M-V def2-TZVPD RIJCOSX def2/J DEFGRID3
* xyz 0 1
O -2.3628 -0.9078 -0.0149
N -1.0548 -0.2450 -0.1325
C -0.8602 1.1101 -0.0960
C 0.5074 1.2720 -0.0123
C 1.0214 -0.0536 -0.0723
S 2.8198 -0.4008 -0.0024
N 0.0594 -0.9693 -0.1195
H -2.1802 -1.8245 0.6823
H -1.7820 1.6065 -0.1021
H 1.0921 2.2025 0.2670
H 2.7399 -1.7901 -0.3972
*
```



--- y ---
Here is one molecule with the formula C3H4N2OS from the Open Molecules 2025 dataset. Energies are from ωB97M-V/def2-TZVPD.

Values from the calculation:
Molecular weight in g/mol: 116.1
HOMO level in eV: -8.77

Structure (ORCA input):
```
! wB97M-V def2-TZVPD RIJCOSX def2/J DEFGRID3
* xyz 0 1
C 0.7265 0.1236 -1.6582
C 0.1420 0.2504 -0.4755
C -0.2530 -2.3390 -1.5710
N -0.8675 -1.6868 -0.6594
N 0.2782 0.7992 0.7471
O -0.3238 -3.4671 -1.8436
S 0.7003 -1.2613 -2.6908
H 1.0659 1.0050 -2.1055
H -1.3236 -2.0909 0.2118
H -0.6561 0.7387 1.1423
H 1.1322 0.5796 1.1178
*
```



--- z ---
Here is one molecule with the formula C3H4N2OS from the Open Molecules 2025 dataset. Energies are from ωB97M-V/def2-TZVPD.

Values from the calculation:
Molecular weight in g/mol: 116.1
HOMO level in eV: -8.76
SMILES: C=NC(=S)NC=O

Structure (ORCA input):
```
! wB97M-V def2-TZVPD RIJCOSX def2/J DEFGRID3
* xyz 0 1
C -0.2720 1.5876 0.0170
N 0.5267 0.6455 0.1684
C 1.2158 -0.2695 -0.5776
S 2.4464 0.5580 -1.3902
N 1.0554 -1.6268 -0.3961
C 0.0926 -2.1996 0.3484
O 0.0193 -3.3882 0.4370
H -0.3644 2.3038 0.8618
H -0.9154 1.8950 -0.8547
H 1.5849 -2.2857 -1.0183
H -0.5216 -1.3776 0.8976
*
```



Which of them is most stable? Easy: z.



--- w ---
Here is one molecule with the formula C3H4N2OS from the Open Molecules 2025 dataset. Energies are from ωB97M-V/def2-TZVPD.

Values from the calculation:
Molecular weight in g/mol: 116.1
HOMO level (spin up / spin down) in eV: -9.43 / -8.98

Structure (ORCA input):
```
! wB97M-V def2-TZVPD RIJCOSX def2/J DEFGRID3
* xyz 0 1
C 1.6413 0.5193 -0.3204
C -2.3534 0.6270 0.1643
C 1.2421 -0.9617 0.0709
N 0.9003 1.4489 -0.4748
N -1.1911 -0.0529 0.1790
O -3.5042 0.3452 0.3999
S -0.4274 -1.3491 -0.3825
H 2.7544 0.6926 -0.4701
H -2.1721 1.7918 -0.0089
H 1.8066 -1.8367 -0.3507
H 1.3033 -1.2243 1.1932
*
```



--- x ---
Here is one molecule with the formula C3H4N2OS from the Open Molecules 2025 dataset. Energies are from ωB97M-V/def2-TZVPD.

Values from the calculation:
Molecular weight in g/mol: 116.1
HOMO level in eV: -8.30
SMILES: Nc1ncc(S)o1

Structure (ORCA input):
```
! wB97M-V def2-TZVPD RIJCOSX def2/J DEFGRID3
* xyz 0 1
N -0.5082 -0.8377 -2.0550
C -0.2132 -0.6337 -0.7015
N 0.6735 -1.2796 -0.0416
C 0.7938 -0.5432 1.1233
C -0.2058 0.4318 1.2000
S -0.4070 1.6919 2.4313
O -0.7912 0.4740 -0.0531
H 0.3329 -0.9947 -2.8166
H -1.0739 -0.0673 -2.3741
H 1.5088 -0.9859 1.8980
H -0.1096 2.7444 1.3894
*
```



--- y ---
Here is a 2-piece molecular cluster, C3H4N2OS overall from the Open Molecules 2025 dataset. Energies are from ωB97M-V/def2-TZVPD.

Values from the calculation:
Molecular weight in g/mol: 116.1
HOMO level (spin up / spin down) in eV: -9.18 / -9.17

Structure (ORCA input):
```
! wB97M-V def2-TZVPD RIJCOSX def2/J DEFGRID3
* xyz 0 1
C 1.6682 -0.1304 -0.3801
C 0.8004 0.9803 -0.1228
C 0.4137 -0.6635 1.2771
N 1.4345 -1.0727 0.5879
N -0.0444 0.5955 0.8810
O -2.7951 0.1359 -0.7511
S -1.2551 1.5852 1.4120
H 2.4779 -0.3336 -1.0146
H 0.6760 1.6829 -0.8727
H -0.3139 -1.0630 1.9275
H -2.9633 1.0466 -0.5657
*
```



Which of them is most stable? Easy: x.



--- w ---
Here is one molecule with the formula C3H4N2OS from the Open Molecules 2025 dataset. Energies are from ωB97M-V/def2-TZVPD.

Values from the calculation:
Molecular weight in g/mol: 116.1
HOMO level in eV: -9.78
SMILES: O=C1NN=CCS1

Structure (ORCA input):
```
! wB97M-V def2-TZVPD RIJCOSX def2/J DEFGRID3
* xyz 0 1
O 2.3127 0.2529 0.0204
C 1.1086 0.1929 0.0302
N 0.3307 1.3198 0.2290
N -0.9571 1.4996 -0.2151
C -1.7649 0.5209 -0.1567
C -1.4259 -0.8365 0.3535
S 0.2417 -1.3398 -0.1657
H 0.8940 2.1494 0.1460
H -2.7662 0.7372 -0.5051
H -2.1031 -1.6034 -0.0592
H -1.5165 -0.8684 1.4480
*
```



--- x ---
Here is a 2-piece molecular cluster, C3H4N2OS overall from the Open Molecules 2025 dataset. Energies are from ωB97M-V/def2-TZVPD.

Values from the calculation:
Molecular weight in g/mol: 116.1
HOMO level in eV: -8.90
SMILES: N#[N+][S-].CC#CO

Structure (ORCA input):
```
! wB97M-V def2-TZVPD RIJCOSX def2/J DEFGRID3
* xyz 0 1
N -1.4398 0.0090 1.5468
N -2.1576 0.4732 0.8011
S -3.1237 1.1020 -0.1979
C 0.7113 0.2063 -1.6065
C 0.9427 -0.2618 -0.2568
C 0.8978 -0.7216 0.8455
O 1.1362 -1.2727 2.0288
H -0.1162 0.8840 -1.4817
H 1.5824 0.6999 -2.0203
H 0.4175 -0.6246 -2.2400
H 1.1494 -0.4936 2.5809
*
```



Which of them is most stable? Easy: w.



--- w ---
Here is one molecule with the formula C3H4N2OS from the Open Molecules 2025 dataset. Energies are from ωB97M-V/def2-TZVPD.

Values from the calculation:
Molecular weight in g/mol: 116.1
HOMO level in eV: -8.63
SMILES: Cc1n[nH]oc1=S

Structure (ORCA input):
```
! wB97M-V def2-TZVPD RIJCOSX def2/J DEFGRID3
* xyz 0 1
C -0.7604 -1.3566 0.5560
C -0.0467 -0.1789 -0.0054
N 1.1496 -0.2694 -0.3808
N 1.5893 0.9282 -0.8396
O 0.6667 1.8449 -0.5244
C -0.4506 1.1203 -0.1223
S -1.8708 1.9314 -0.3765
H -1.6241 -1.6775 0.0452
H -0.3109 -2.3278 0.5906
H -1.0545 -1.0961 1.5934
H 2.7122 1.0814 -0.5363
*
```



--- x ---
Here is C3H4N2OS as an isolated structure from the Open Molecules 2025 dataset. Energies are from ωB97M-V/def2-TZVPD.

Values from the calculation:
Molecular weight in g/mol: 116.1
HOMO level in eV: -7.86

Structure (ORCA input):
```
! wB97M-V def2-TZVPD RIJCOSX def2/J DEFGRID3
* xyz 0 1
C 1.3360 0.4436 -0.5774
C 1.4041 -0.9740 -0.2749
C -0.4951 -0.1287 0.0619
H 3.5120 1.2912 0.2603
H 2.2232 -1.6036 -0.3049
H -0.0551 -2.0518 0.8861
H -2.0641 1.2280 0.5547
N 0.1190 -1.3113 0.0704
N 0.0315 0.9131 -0.4990
O 2.1019 1.3976 -0.9364
S -2.1847 -0.2064 0.8648
*
```



Which of them is most stable? Easy: w.



--- w ---
Here is C2H5N2 as an isolated structure from the Open Molecules 2025 dataset. Energies are from ωB97M-V/def2-TZVPD.

Values from the calculation:
Molecular weight in g/mol: 57.1
HOMO level (spin up / spin down) in eV: -14.94 / -15.06

Structure (ORCA input):
```
! wB97M-V def2-TZVPD RIJCOSX def2/J DEFGRID3
* xyz 1 1
C 0.2183 -0.6135 0.0202
C 1.2647 0.3003 -0.0645
N -2.1797 0.1756 0.5115
N -1.4377 0.1232 -0.4073
H 0.3533 -1.6496 -0.1527
H 1.8399 -0.2348 0.6958
H 1.2012 1.3315 0.1493
H 1.8599 0.1131 -1.0720
H -3.1200 0.4542 0.3197
*
```



--- x ---
Here is C2H5N2 as an isolated structure from the Open Molecules 2025 dataset. Energies are from ωB97M-V/def2-TZVPD.

Values from the calculation:
Molecular weight in g/mol: 57.1
HOMO level (spin up / spin down) in eV: -15.54 / -16.15

Structure (ORCA input):
```
! wB97M-V def2-TZVPD RIJCOSX def2/J DEFGRID3
* xyz 1 1
C 0.2194 -1.0481 -0.0803
C 0.0364 0.9292 -0.0337
N -0.8696 -0.3189 -0.0778
N 1.0581 -0.0475 -0.0655
H 0.3241 -2.0679 -0.0963
H -0.1646 1.3027 -1.0259
H 0.0824 1.6474 0.8510
H -2.6859 -0.4407 0.8597
H 1.9997 0.0439 -0.3311
*
```



--- y ---
Here is an isolated ion of composition C2H5N2 and charge +1 from the Open Molecules 2025 dataset. Energies are from ωB97M-V/def2-TZVPD.

Values from the calculation:
Molecular weight in g/mol: 57.1
HOMO level in eV: -16.02
SMILES: CC=[N+]=N

Structure (ORCA input):
```
! wB97M-V def2-TZVPD RIJCOSX def2/J DEFGRID3
* xyz 1 1
C -0.5022 0.9147 -0.6405
C -0.3622 0.2083 0.6125
N 0.5653 -0.8084 0.5132
N 0.8196 -1.9284 0.2982
H -1.3894 1.4044 -0.6139
H -0.4210 0.2281 -1.4429
H 0.2472 1.6407 -0.6207
H -0.7881 0.4952 1.6369
H 1.8308 -2.1547 0.2572
*
```



Which of them is most stable? Easy: y.



--- w ---
Here is one molecule with the formula C3H5NO3S from the Open Molecules 2025 dataset. Energies are from ωB97M-V/def2-TZVPD.

Values from the calculation:
Molecular weight in g/mol: 135.1
HOMO level in eV: -9.32
SMILES: O=S(=O)=C1NC[C@H]1O

Structure (ORCA input):
```
! wB97M-V def2-TZVPD RIJCOSX def2/J DEFGRID3
* xyz 0 1
O -2.9876 1.2117 0.1758
S -2.0145 0.1719 0.3917
O -2.4083 -1.1384 -0.1029
C -0.4041 0.5070 -0.6434
N 0.4965 1.3088 -0.0941
C 1.4750 0.2890 0.3117
C 0.6102 -0.7013 -0.5090
O 0.3320 -1.7967 0.3187
H 0.5215 2.2950 0.0187
H 1.3986 -0.0215 1.3298
H 2.5327 0.5641 -0.1431
H 1.0786 -1.0740 -1.3944
H -0.6306 -1.6156 0.3406
*
```



--- x ---
Here is one molecule with the formula C3H5NO3S from the Open Molecules 2025 dataset. Energies are from ωB97M-V/def2-TZVPD.

Values from the calculation:
Molecular weight in g/mol: 135.1
HOMO level in eV: -9.73

Structure (ORCA input):
```
! wB97M-V def2-TZVPD RIJCOSX def2/J DEFGRID3
* xyz 0 1
C -0.2726 -0.4177 -0.2140
C -1.6758 1.2941 0.4723
C 1.0980 -1.0417 -0.1339
N -3.2393 -1.0952 1.1050
O -1.1897 -0.9042 -0.8314
O -3.5578 0.2938 -1.0642
O -0.4155 0.8038 0.3981
S -2.8594 -0.1659 0.1149
H -2.0882 1.7381 1.3624
H -1.9263 2.0831 -0.3087
H 1.0476 -2.0079 0.4087
H 1.7453 -0.1810 0.0879
H 1.3005 -1.3397 -1.1835
*
```



--- y ---
Here is one molecule with the formula C3H5NO3S from the Open Molecules 2025 dataset. Energies are from ωB97M-V/def2-TZVPD.

Values from the calculation:
Molecular weight in g/mol: 135.1
HOMO level (spin up / spin down) in eV: -8.91 / -8.91

Structure (ORCA input):
```
! wB97M-V def2-TZVPD RIJCOSX def2/J DEFGRID3
* xyz 0 1
C 0.0472 -0.5346 1.1665
C 0.6953 -0.9883 0.0743
C -0.7559 0.6872 1.2787
N -0.3497 1.8446 0.7865
O -0.9136 0.1157 -1.5821
O 0.7351 -1.7446 -2.3457
O 0.7803 2.0602 0.2005
S 0.4825 -0.2346 -1.5699
H 0.1589 -0.9802 2.0463
H 1.3273 -1.7893 0.3136
H -1.5715 0.7577 1.8227
H 0.3306 -1.7837 -3.1867
H -0.9665 2.5900 0.9954
*
```



--- z ---
Here is one molecule with the formula C3H5NO3S from the Open Molecules 2025 dataset. Energies are from ωB97M-V/def2-TZVPD.

Values from the calculation:
Molecular weight in g/mol: 135.1
HOMO level in eV: -9.72
SMILES: [H]/N=C(/C=S(=O)=O)OC

Structure (ORCA input):
```
! wB97M-V def2-TZVPD RIJCOSX def2/J DEFGRID3
* xyz 0 1
H -0.7826 -1.7974 0.1913
N 0.0988 -1.3008 0.1571
C 0.0445 -0.0513 0.0147
C 1.2439 0.7409 -0.0859
S 2.7334 0.0613 0.0667
O 3.8254 0.9901 0.0759
O 2.9840 -1.3181 -0.1703
O -1.0565 0.7559 -0.0828
C -2.3242 0.1358 -0.0669
H 1.2145 1.7973 0.0961
H -3.0477 0.9396 -0.1853
H -2.5032 -0.3789 0.8830
H -2.4304 -0.5743 -0.8935
*
```



Which of them is most stable? Easy: z.